# C22H42ClGeN5O10SeSn

C22H42ClGeN5O10SeSn as an isolated structure in a non-equilibrium geometry (the ωB97M-V functional and the def2-TZVPD basis, the Open Molecules 2025 dataset).

Calculated values
* molecular weight: 842.34 g mol⁻¹
* lowest unoccupied orbital energy: 4.194 eV
* charge: -2
* HOMO energy: -0.0672 hartree
* max |F|: 1.43 eV Å⁻¹

Each line ends with the Löwdin charge.
Element x y z (Å)
1 Sn -0.8751 -2.2087 0.5981  1.537
2 O 1.2211 -3.8551 -0.3404  -0.146
3 C 2.2417 -3.9410 0.6275  -0.233
4 C 2.3121 -2.7301 1.5503  -0.155
5 N 1.0497 -2.4682 2.2692  -0.179
6 C 0.6338 -3.5968 3.1201  -0.105
7 C -0.2223 -4.6914 2.4401  -0.694
8 O -0.0324 -5.8580 2.7864  -0.007
9 O -1.1028 -4.2609 1.6439  -0.182
10 C 1.1466 -1.3081 3.1606  -0.157
11 C 1.3643 0.2724 1.1532  -0.643
12 O 2.2193 0.8790 0.5373  0.055
13 O 0.1689 0.0204 0.9037  -0.106
14 H 1.3850 -3.0741 -0.9174  -0.028
15 H 3.2176 -4.0437 0.1342  0.120
16 H 2.0532 -4.8468 1.2074  0.111
17 H 2.5367 -1.8576 0.9343  0.107
18 H 3.1325 -2.8700 2.2676  0.124
19 H -0.0238 -3.1997 3.8976  0.132
20 H 1.4993 -4.0656 3.6008  0.129
21 H 1.7374 -1.5431 4.0530  0.132
22 H 0.1356 -1.0364 3.4634  0.109
23 C -4.6246 -0.6810 1.1213  -0.015
24 C -3.3935 0.1663 1.4269  -0.540
25 C -3.7631 1.6253 1.6695  -0.026
26 O -2.5239 0.0501 0.3024  -0.119
27 C -2.7523 -0.4510 2.7187  -0.608
28 O -3.1805 -0.0700 3.8067  0.018
29 O -1.8583 -1.3405 2.5310  -0.163
30 H -5.1398 -0.3015 0.2364  0.082
31 H -5.2968 -0.6726 1.9782  0.090
32 H -4.2965 -1.7043 0.9294  0.085
33 H -4.4611 1.9841 0.9098  0.076
34 H -2.8669 2.2483 1.6458  0.085
35 H -4.2159 1.7159 2.6549  0.075
36 H -1.6691 0.4484 0.5385  0.052
37 C 0.0049 1.7931 -4.5196  -0.221
38 Ge -1.7353 0.9643 -4.9060  0.770
39 C -2.3356 1.5889 -6.7126  -0.242
40 C -3.0544 1.5995 -3.5793  -0.225
41 C -1.6582 -1.0030 -4.9595  -0.595
42 Se -1.5251 -1.7823 -3.1602  0.907
43 C -3.4603 -2.1641 -3.0262  -0.416
44 H -0.0379 2.8813 -4.5911  0.010
45 H 0.7667 1.4155 -5.2003  0.016
46 H 0.2969 1.5112 -3.5094  0.012
47 H -2.3994 2.6779 -6.7538  -0.001
48 H -3.3192 1.1819 -6.9533  0.000
49 H -1.6319 1.2631 -7.4804  0.002
50 H -2.9895 2.6825 -3.4636  0.009
51 H -2.8471 1.1320 -2.6155  0.002
52 H -4.0734 1.3447 -3.8742  0.007
53 H -0.7586 -1.3174 -5.4849  0.002
54 H -2.5333 -1.4353 -5.4449  0.005
55 H -4.0477 -1.2588 -3.1830  0.001
56 H -3.6156 -2.5254 -2.0099  -0.002
57 H -3.7648 -2.9297 -3.7405  0.003
58 C 1.7525 4.0866 1.8293  -0.077
59 C 2.9946 4.1069 2.7204  -0.410
60 C 4.2409 3.8110 1.8880  -0.087
61 C 2.8748 3.1102 3.8930  -0.151
62 N 2.6785 1.7464 3.4949  -0.180
63 C 1.4015 1.0874 3.4433  -0.079
64 N 1.7757 -0.1044 2.5985  -0.145
65 N 3.2658 -0.1521 2.7227  0.063
66 N 3.6560 0.9719 3.1665  0.021
67 H 1.7444 4.9522 1.1633  0.072
68 H 0.8371 4.1043 2.4247  0.074
69 H 1.7497 3.1879 1.2118  0.064
70 H 3.0851 5.1022 3.1751  0.121
71 H 4.1876 2.7945 1.5000  0.064
72 H 5.1471 3.9002 2.4920  0.070
73 H 4.3069 4.4973 1.0414  0.072
74 H 2.0142 3.3739 4.5118  0.117
75 H 3.7832 3.1750 4.4996  0.116
76 H 0.6542 1.6847 2.9273  0.073
77 Cl 4.2124 -1.6095 -2.7805  0.520
78 C 2.9114 -0.4630 -2.3528  -0.483
79 C 1.5340 -1.1492 -2.4934  -0.714
80 O 0.9545 -0.9903 -3.5874  -0.131
81 O 1.1349 -1.8062 -1.5009  -0.157
82 H 2.9878 0.3675 -3.0496  0.064
83 H 3.0780 -0.1396 -1.3312  0.041